91
Properties=species:S:1:pos:R:3 method="wB97M-V/def2-TZVPD" homo_ev=-12.25 total_charge=+1
C 1.440 2.151 -0.785
C 1.574 0.998 -1.746
I 2.190 1.508 -3.670
C 1.291 -0.268 -1.425
I 0.647 -0.646 0.548
N 1.389 -1.393 -2.310
C 2.749 -1.796 -2.790
C 3.939 -1.564 -1.872
C 4.179 -2.576 -0.772
F 5.477 -2.648 -0.499
F 3.561 -2.262 0.375
F 3.787 -3.821 -1.106
C 0.471 -2.410 -2.107
N 0.862 -3.631 -1.720
N -0.809 -2.125 -2.370
P -2.121 -3.169 -1.671
N -2.818 -2.122 -0.561
O -3.123 -3.069 -2.942
H 0.374 2.217 -0.532
H 1.661 3.082 -1.308
H 2.054 2.032 0.108
H 2.703 -2.846 -3.077
H 2.925 -1.245 -3.715
H 3.962 -0.557 -1.449
H 4.830 -1.644 -2.504
H 1.468 -3.752 -0.923
H 0.570 -4.465 -2.210
H -0.952 -1.135 -2.155
H -2.641 -1.125 -0.612
H -2.701 -2.454 0.389
H -3.027 -2.233 -3.423
C 4.991 -0.579 6.597
C 4.673 -2.046 6.322
C 5.895 -2.869 5.918
C 6.577 -2.414 4.627
C 5.671 -2.392 3.397
C 5.113 -3.763 3.027
H 5.372 -0.073 5.708
H 4.099 -0.041 6.922
H 5.741 -0.485 7.385
H 3.900 -2.115 5.551
H 4.242 -2.489 7.223
H 5.601 -3.918 5.826
H 6.629 -2.835 6.727
H 7.425 -3.076 4.430
H 7.004 -1.417 4.770
H 6.247 -2.005 2.552
H 4.846 -1.690 3.551
H 5.919 -4.474 2.838
H 4.507 -3.699 2.124
H 4.481 -4.171 3.817
C -9.461 -1.188 -1.961
C -8.998 -2.637 -1.840
C -7.535 -2.777 -1.423
C -6.527 -2.172 -2.401
C -6.602 -2.727 -3.824
C -6.315 -4.223 -3.916
H -8.910 -0.650 -2.734
H -10.519 -1.138 -2.220
H -9.324 -0.657 -1.017
H -9.171 -3.157 -2.786
H -9.618 -3.147 -1.099
H -7.308 -3.836 -1.274
H -7.399 -2.301 -0.446
H -5.520 -2.341 -2.006
H -6.660 -1.086 -2.436
H -5.879 -2.188 -4.446
H -7.584 -2.516 -4.254
H -5.324 -4.456 -3.524
H -6.350 -4.558 -4.953
H -7.048 -4.807 -3.359
C -0.229 5.081 1.295
C -0.269 5.662 -0.114
C 1.033 6.343 -0.532
C 1.429 7.548 0.324
C 0.384 8.660 0.384
C 0.080 9.285 -0.975
H -0.087 5.855 2.049
H -1.166 4.571 1.524
H 0.583 4.355 1.396
H -1.106 6.359 -0.199
H -0.480 4.852 -0.821
H 0.953 6.648 -1.579
H 1.847 5.610 -0.494
H 2.363 7.958 -0.071
H 1.655 7.216 1.341
H 0.751 9.438 1.058
H -0.541 8.285 0.830
H 0.986 9.694 -1.426
H -0.638 10.098 -0.876
H -0.344 8.558 -1.670